A structure of composition C14H23BrF6N2O7PdS2Sb, computed with ωB97M-V/def2-TZVPD.

Values from the calculation:
**HOMO level**: -17.74 eV
**Kohn-Sham gap**: 0.2870 hartree
**ΔE to the lowest compared entry with this formula, charge and spin**: 0.0 kJ/mol

```
! wB97M-V def2-TZVPD RIJCOSX def2/J DEFGRID3
* xyz 3 1
Pd -0.97627 -0.70032 1.82002
O 0.35775 3.64484 5.71204
C 0.20970 2.66240 4.84880
C 1.17977 1.67936 4.59414
C 0.91881 0.69633 3.67314
N -0.25114 0.66622 3.01261
C -1.17696 1.60110 3.26727
Br -2.75881 1.30441 2.25149
C -1.01394 2.61881 4.15500
H 1.20412 3.62409 6.18147
H 2.12702 1.68083 5.11664
H 1.62812 -0.08478 3.44028
H -1.78170 3.35780 4.33686
C -1.60561 -2.12720 4.62153
O -0.93689 -2.28685 3.35129
C -1.28931 -3.49459 2.63850
C -2.43439 -3.21657 1.69674
O -2.04521 -2.12777 0.81191
C -2.15556 -2.39556 -0.61068
H -2.68855 -2.17498 4.50334
H -1.31843 -1.15615 5.01531
H -1.26330 -2.90991 5.29662
H -1.54526 -4.28333 3.34729
H -0.39390 -3.78902 2.09064
H -3.33443 -2.89788 2.22428
H -2.66862 -4.09577 1.09793
H -1.40682 -3.12851 -0.90666
H -1.98658 -1.45634 -1.12785
H -3.16171 -2.75772 -0.80968
F 2.62167 3.45151 -2.23932
C 2.50529 2.50757 -1.32322
F 1.26363 2.45289 -0.86390
F 3.34975 2.71416 -0.33415
S 2.84136 0.86821 -2.11503
O 2.00976 0.74846 -3.26665
O 4.31750 1.04812 -2.50444
N 2.83562 -0.16794 -1.00950
S 1.60225 -0.99134 -0.41175
O 0.42583 -0.96953 -1.22763
O 1.44151 -0.72526 1.00496
C 2.33135 -2.68858 -0.49967
F 1.42414 -3.52771 -0.01565
F 3.43329 -2.73832 0.22014
F 2.59252 -2.98085 -1.76310
C 7.05840 1.23140 -3.89106
Sb 5.04175 1.01702 -4.39130
C 4.41813 -0.84652 -5.08729
C 4.08148 2.64038 -5.28081
H 7.12327 1.26619 -2.80454
H 7.42628 2.15838 -4.32621
H 7.60131 0.37111 -4.27776
H 4.73021 -1.60476 -4.37092
H 4.89574 -1.02270 -6.05170
H 3.33608 -0.81962 -5.19600
H 4.31698 3.53884 -4.71337
H 3.01301 2.43380 -5.28162
H 4.45347 2.73183 -6.30187
*
```